The following is a quantum chemistry calculation of a molecular structure, C40H40GeN4P2Pd at a distorted geometry, from OMol25.

Geometry as XYZ:
```
88
Properties=species:S:1:pos:R:3:forces:R:3
Pd -0.14388 -0.07895 -0.00879 1.03 1.81 -0.06
C -0.85613 0.54573 -3.49827 -0.01 -0.03 0.12
N -0.14076 -0.57759 -4.01174 0.10 0.00 -0.02
C 0.63212 -1.44887 -3.18158 0.06 -0.03 0.06
P 1.31127 -0.82687 -1.60798 0.04 -0.52 -0.02
C 2.58453 0.36698 -1.91336 -0.18 0.08 -0.03
C 2.62534 0.99882 -3.16262 0.03 0.06 -0.12
C 3.63955 1.90130 -3.43862 -0.09 -0.07 -0.02
C 4.61130 2.16517 -2.48389 0.04 0.05 0.03
C 4.57694 1.53372 -1.24575 -0.03 -0.01 0.08
C 3.55591 0.65068 -0.94552 0.05 0.02 0.10
C 1.96079 -2.32916 -0.86840 0.12 0.04 -0.08
C 1.07017 -3.31818 -0.43968 -0.05 -0.03 -0.01
C 1.55182 -4.52961 0.02112 -0.02 0.01 0.01
C 2.92237 -4.76464 0.04697 0.00 -0.04 0.01
C 3.80856 -3.79947 -0.40606 -0.01 0.03 -0.01
C 3.33579 -2.58046 -0.86883 0.02 0.04 0.07
C -0.18790 -0.84240 -5.40668 -0.01 0.00 -0.02
C 0.08067 -2.12499 -5.88476 -0.06 0.08 0.00
C 0.03053 -2.37585 -7.24774 0.00 0.04 -0.06
C -0.29325 -1.36635 -8.14262 0.00 0.00 0.05
C -0.56191 -0.09289 -7.66198 0.00 -0.06 -0.05
C -0.50526 0.17775 -6.30345 0.05 -0.07 0.03
P -1.54289 0.40932 -1.81544 -0.53 -0.64 0.20
C -2.18977 2.04756 -1.51504 0.01 -0.03 0.03
C -3.54644 2.29839 -1.74046 -0.06 0.01 0.08
C -4.02261 3.59444 -1.62054 0.00 -0.06 0.00
C -3.15785 4.62668 -1.28157 -0.01 0.02 0.00
C -1.80728 4.37781 -1.07039 0.03 0.00 0.02
C -1.31822 3.08811 -1.18630 0.04 0.04 -0.03
C -2.81990 -0.83408 -1.73422 -0.04 -0.11 -0.24
C -3.69626 -0.85616 -0.64498 0.04 -0.04 0.06
C -4.62842 -1.87463 -0.53970 0.01 0.03 0.02
C -4.68409 -2.87084 -1.50771 -0.01 -0.04 -0.04
C -3.81407 -2.85008 -2.58967 -0.04 -0.02 0.03
C -2.87526 -1.83705 -2.70623 -0.07 0.09 -0.04
H -1.75215 0.71850 -4.10710 -0.01 0.03 0.01
H -0.30635 1.50026 -3.48575 0.09 -0.02 -0.03
H 1.53629 -1.76734 -3.71678 -0.02 -0.03 -0.01
H 0.11636 -2.37413 -2.88167 -0.10 -0.01 -0.03
H 1.89531 0.76179 -3.92735 0.01 0.03 0.00
H 3.68089 2.38959 -4.40259 -0.02 -0.02 0.00
H 5.40350 2.86826 -2.70524 -0.01 0.00 0.02
H 5.34376 1.74074 -0.51075 -0.04 0.00 0.01
H 3.53053 0.16692 0.02396 -0.02 0.05 0.01
H 0.00026 -3.15047 -0.48889 -0.05 0.01 0.01
H 0.86376 -5.29490 0.35404 0.00 0.00 -0.01
H 3.29907 -5.71152 0.41047 -0.01 0.00 0.00
H 4.87238 -3.99474 -0.40455 -0.01 0.01 -0.01
H 4.03490 -1.84317 -1.23782 -0.01 0.00 0.01
H 0.30936 -2.94078 -5.21196 0.01 0.00 0.03
H 0.23969 -3.37488 -7.60607 0.00 0.01 -0.02
H -0.33333 -1.56940 -9.20354 0.00 0.00 0.01
H -0.80662 0.70728 -8.34751 0.00 -0.01 -0.01
H -0.68318 1.18990 -5.96522 0.00 0.01 0.03
H -4.22358 1.49759 -2.00880 0.01 0.01 0.00
H -5.07083 3.79796 -1.79301 0.01 -0.01 -0.01
H -3.53935 5.63463 -1.18622 0.01 0.00 0.00
H -1.13720 5.18797 -0.81599 0.01 -0.01 0.00
H -0.26526 2.89745 -1.01986 0.05 0.01 0.03
H -3.66360 -0.07343 0.10526 0.01 0.02 0.00
H -5.32216 -1.88669 0.29037 0.00 0.00 0.00
H -5.41890 -3.66056 -1.42503 0.00 0.01 0.01
H -3.87606 -3.61587 -3.35106 0.01 0.00 0.00
H -2.21882 -1.81053 -3.56789 0.01 -0.02 0.01
C -2.50960 -1.08487 4.00400 0.00 -0.33 -0.10
Ge -1.19281 -0.03939 3.00809 0.02 0.49 0.10
C -2.15003 1.49084 2.23884 -0.07 0.01 -0.04
C 0.34514 0.42111 4.08971 0.05 -0.02 -0.03
C -0.67177 -1.36394 1.58650 -0.27 -0.05 -0.21
H -2.91091 -0.41065 4.76346 0.04 0.02 -0.03
H -2.06363 -1.94567 4.49828 -0.02 0.01 0.01
H -3.32214 -1.41616 3.35927 -0.02 0.00 0.03
H -1.83915 2.38034 2.78916 -0.01 -0.04 0.01
H -3.22044 1.34234 2.38287 0.00 0.02 0.02
H -1.97122 1.70351 1.18669 0.06 -0.03 -0.01
H -0.00887 0.62718 5.10088 -0.02 -0.01 -0.01
H 0.85270 1.30921 3.72227 0.00 -0.02 -0.03
H 1.05986 -0.39930 4.15152 0.00 0.00 -0.01
H -1.46225 -1.98095 1.15698 0.00 -0.01 -0.05
H 0.22798 -1.95470 1.76289 0.10 0.05 -0.09
N 0.90137 1.62206 0.97247 -1.00 -1.22 0.22
C 1.84613 2.25860 1.20057 1.46 0.92 0.32
C 2.96618 3.02687 1.47478 -0.78 -0.36 -0.21
C 3.24832 4.11820 0.61744 0.09 -0.02 -0.24
N 3.44863 4.96512 -0.13894 -0.03 -0.07 0.04
C 3.77515 2.67358 2.58092 0.14 -0.11 0.27
N 4.42681 2.32206 3.46524 -0.13 0.04 -0.13
```
Positions in Å, forces in eV/Å.

Computed properties:
orbital gap (alpha / beta)	3.62 / 3.61	eV
net charge	+2
HOMO (alpha / beta)	-12.60 / -12.60	eV